Entry 1:
Density functional theory data (ωB97M-V/def2-TZVPD) for a structure of composition C32H25GaN3P in a non-equilibrium geometry.

Values from the calculation:
charge	+2
HOMO-LUMO gap	7.71	eV
DFT total energy	-3664.4091	a.u.

Last column: Mulliken charge in e.
Element x y z (Å)
H -4.25 -0.98 -0.04  0.230
N -3.27 -0.73 -0.04  -0.055
C 2.34 -2.98 -0.84  -0.402
C -1.07 -2.61 -2.98  -0.984
C -3.67 1.96 2.40  -0.362
C 2.59 -1.53 2.78  0.616
C 2.68 -0.61 3.82  -0.365
C 0.89 2.14 -1.86  -0.585
C -3.14 -2.32 -1.82  -0.728
C -2.34 2.34 2.57  -1.006
C 5.37 0.60 -0.12  -1.037
C 1.26 1.18 -0.95  0.893
C -2.41 -2.96 -2.79  -0.566
C 4.97 1.53 -1.04  -0.781
C 4.42 -0.19 0.55  -0.406
H 1.56 3.64 -3.24  0.445
C 0.52 -3.38 0.70  -0.246
C 0.20 -4.55 0.03  -0.838
C 2.00 -4.14 -1.52  -0.836
H 0.66 -5.81 -1.64  0.467
H -2.07 3.15 3.23  0.453
P 1.85 -1.05 1.19  1.075
H -4.18 -2.55 -1.67  0.462
H 0.51 -1.37 -2.21  0.692
H 3.01 -3.51 2.08  0.448
C 3.11 -2.81 2.90  -0.178
C 3.88 -2.26 5.09  -0.539
H -4.99 0.60 1.41  0.462
H 2.26 0.38 3.73  0.408
C 3.75 -3.18 4.06  -0.787
C -2.52 -1.37 -0.99  0.884
H 4.17 -4.17 4.15  0.450
C -1.38 1.64 1.89  -0.182
H 3.19 -2.39 -1.15  0.529
C -0.53 -1.67 -2.14  -0.300
H 4.41 -2.55 5.99  0.421
C 1.87 2.90 -2.53  -1.089
H -2.87 -3.71 -3.41  0.477
Ga -0.01 0.03 0.07  0.045
H 2.59 -4.45 -2.37  0.455
C 0.93 -4.91 -1.09  -0.572
H 3.43 -0.29 5.80  0.431
H -0.59 -5.18 0.40  0.472
H 6.42 0.46 0.10  0.449
C -3.97 0.92 1.55  -0.958
C 3.07 -0.04 0.29  0.332
C 3.61 1.73 -1.32  0.555
H -0.32 1.85 2.00  0.574
C 3.34 -0.99 4.98  -0.767
H -0.47 -3.06 -3.74  0.535
H -4.46 2.48 2.93  0.457
H 5.69 2.13 -1.56  0.450
C 3.19 2.69 -2.26  -0.787
C -2.94 0.28 0.84  1.065
C 1.59 -2.59 0.26  0.258
H -0.02 -3.10 1.60  0.523
H 3.95 3.27 -2.76  0.436
H -0.16 2.32 -2.05  0.503
H 4.75 -0.92 1.27  0.523
N -1.22 -1.08 -1.15  0.298
C 2.63 0.94 -0.65  -0.559
N -1.67 0.64 1.03  0.141


Entry 2:
Density functional theory data (ωB97M-V/def2-TZVPD) for a cluster of 5 separate species, C32H25NO11P in total in a non-equilibrium geometry.

Values from the calculation:
charge	-1
HOMO-LUMO gap	4.55	eV
DFT total energy	-2458.0326	a.u.

Last column: Mulliken charge in e.
Element x y z (Å)
H 1.72 -2.17 -1.70  0.762
H -5.54 1.79 2.04  0.671
C -6.35 0.23 0.72  0.305
O 2.12 0.92 2.01  -0.245
C 3.93 1.58 3.41  0.690
O 1.28 1.64 -4.39  -0.537
C -5.26 1.82 -1.40  0.390
C -2.21 1.38 -4.99  -0.342
H -7.02 -1.12 -0.88  0.412
O -0.36 -3.10 -2.96  -0.498
C 2.64 -5.50 -1.59  0.256
P 3.11 0.92 -0.26  0.140
C 2.88 1.91 -1.80  -1.085
H -2.20 -1.09 5.21  0.416
C -3.19 0.59 4.40  -0.437
H -4.09 0.51 5.01  0.423
H -4.60 3.15 0.20  0.463
H 5.16 1.53 1.65  0.330
C -2.35 -0.10 -5.08  0.370
H -1.24 -1.98 -4.94  0.425
C 6.27 0.93 4.79  -0.395
C 0.48 -5.29 -2.74  -0.435
C 0.19 1.14 -4.58  0.416
O 3.53 -6.23 -1.18  -0.570
H -0.38 -5.68 -3.26  0.430
C -6.49 -0.19 -0.70  -0.403
H 2.85 1.22 -2.63  0.236
C -3.14 1.71 3.44  0.413
H 3.76 2.53 -1.92  0.410
C -1.04 1.95 -4.75  -0.438
C -0.91 0.99 2.70  -0.098
C 2.68 -4.04 -1.39  -0.273
C -5.13 2.23 0.01  -0.281
H 5.08 1.00 6.55  0.366
C 0.53 -3.82 -2.56  0.232
H 7.18 0.66 5.30  0.369
H -0.02 1.09 2.09  0.717
H 3.83 -0.99 -0.94  0.126
C 1.46 -6.07 -2.29  -0.443
C -1.94 1.85 2.60  -0.421
C -5.63 1.49 1.00  -0.498
C 1.71 -3.25 -1.84  -0.257
O -4.81 2.50 -2.30  -0.558
O -3.43 -0.62 -5.30  -0.600
C -0.96 -0.13 3.67  0.250
C -1.13 -0.91 -4.88  -0.304
C -5.98 0.55 -1.68  -0.359
O -6.82 -0.45 1.62  -0.571
N 1.77 1.29 0.59  -0.552
H 3.54 -3.64 -0.87  0.407
H 3.00 1.58 5.34  0.414
C 6.30 1.09 3.40  -0.652
C -2.18 -0.27 4.51  -0.429
C 0.05 -0.33 -4.66  -0.161
O 2.18 3.01 2.81  -0.574
H -1.92 2.68 1.90  0.501
H 1.45 -7.15 -2.42  0.394
O 2.93 -0.65 -0.96  -0.383
H -0.92 3.02 -4.68  0.431
O -0.05 -0.92 3.79  -0.538
H -3.12 1.95 -5.13  0.390
C 5.13 1.42 2.72  -0.211
C 3.91 1.44 4.79  -0.308
H -6.07 0.27 -2.73  0.433
C 5.08 1.11 5.47  -0.523
C 2.67 1.92 2.69  0.078
H 0.96 -0.91 -4.51  0.337
H 2.01 2.56 -1.77  0.258
O -4.08 2.49 3.38  -0.669
H 7.21 0.95 2.84  0.391


Entry 3:
Density functional theory data (ωB97M-V/def2-TZVPD) for a structure of composition C32H26BrIN6OPtS.

Values from the calculation:
2S+1	2
charge	-1
HOMO-LUMO gap (spin up / spin down)	5.15 / 5.13	eV
DFT total energy	-5027.8757	a.u.

Last column: Mulliken spin population.
Element x y z (Å)
C -1.15 0.73 -1.22  -0.032
C -1.87 0.05 3.91  -0.004
H 1.26 1.18 2.74  -0.001
C 5.22 -2.58 4.20  0.002
S -1.26 -2.24 -0.36  0.046
H -5.51 -0.71 -2.09  0.026
H -1.43 0.14 5.99  0.000
C -4.82 -0.23 -1.41  0.408
C -2.15 -5.15 0.80  -0.002
H 3.21 0.60 4.23  0.000
C -0.66 2.54 3.76  0.005
N -2.98 -4.28 0.17  0.002
H 0.30 -7.65 2.54  0.000
C -5.30 0.25 -0.16  -0.128
H -0.94 0.54 -2.27  0.002
C -1.74 -4.95 2.13  -0.001
C -2.58 0.53 -0.88  0.320
I 1.15 -2.58 1.47  0.010
H -1.00 2.43 1.66  0.004
H -2.00 -6.47 -0.89  0.000
H -0.56 -5.65 3.75  0.000
N -2.26 0.07 1.51  0.016
H -0.36 2.37 5.89  0.000
C 2.88 -2.50 2.68  -0.003
H 5.54 0.03 0.66  0.000
C -0.39 -6.96 2.06  0.000
H 3.97 -2.04 5.86  0.000
O 1.31 1.26 0.31  0.002
H -2.34 -0.92 3.95  -0.001
C -3.47 -0.06 -1.73  -0.127
Br 1.25 -1.77 4.92  0.000
C -6.70 0.15 0.12  0.014
H -0.18 3.51 3.68  0.000
C -0.87 -5.84 2.73  0.000
C 4.54 0.28 2.56  -0.001
C 4.02 -2.26 4.80  -0.001
N -3.51 -3.15 0.82  0.006
C -1.36 0.66 5.04  0.000
C 3.51 0.61 0.42  -0.001
C 4.62 0.29 1.17  0.001
C 4.10 -2.82 2.10  0.002
C -0.75 1.91 4.99  0.001
C -2.98 0.91 0.52  -0.010
C -1.79 0.68 2.66  -0.006
C -4.46 0.83 0.75  0.303
H -4.84 1.19 1.69  0.007
H -3.11 -0.42 -2.69  -0.001
H 3.46 0.63 -0.66  0.000
H 6.20 -3.14 2.37  0.000
H -3.54 -4.62 -0.59  0.001
C 2.85 -2.23 4.04  0.001
C -1.68 -6.30 0.13  0.001
C 2.24 0.93 2.38  0.001
N -2.87 -1.19 1.75  0.004
N 2.36 0.94 1.03  -0.002
H -2.12 -4.09 2.66  0.000
Pt 0.03 -0.45 -0.04  0.053
H 6.13 -2.62 4.80  0.000
C -0.82 -7.18 0.75  0.000
C -1.15 1.94 2.61  0.011
H -0.47 -8.04 0.20  0.000
N -7.83 0.07 0.34  -0.038
C 5.27 -2.87 2.84  -0.001
H 5.39 0.01 3.16  0.000
H -0.81 1.72 -0.91  0.012
C -2.66 -2.14 0.86  0.005
H -2.65 1.93 0.72  0.094
H 4.13 -3.04 1.04  0.000
C 3.33 0.61 3.16  0.001


Entry 4:
Density functional theory data (ωB97M-V/def2-TZVPD) for a structure of composition C32H26Cl2MgN3O5P in a non-equilibrium geometry.

Values from the calculation:
HOMO-LUMO gap	7.36	eV
DFT total energy	-3237.3529	a.u.

Last column: Mulliken charge in e.
Element x y z (Å)
C -0.97 -5.83 -1.74  -0.520
Cl 1.62 1.62 -3.07  -0.146
H 0.08 -7.72 -2.10  0.379
H -2.35 -0.11 -2.84  0.367
H -4.24 4.78 -0.49  0.394
H -1.91 -6.12 -2.21  0.365
C 0.44 4.02 -2.35  -0.044
Cl -0.20 6.55 -1.38  -0.162
Mg 2.50 -0.25 0.83  1.533
C 0.12 -6.71 -1.71  -0.604
C -3.08 0.10 -0.82  -0.395
C 1.39 -4.94 -0.62  -0.583
H -1.62 -3.94 2.01  0.537
C -0.93 -4.55 -1.19  -0.448
H -2.21 4.69 -1.82  0.477
O 1.13 0.77 2.54  -0.787
H 2.32 -4.58 -0.14  0.258
C 0.71 5.97 -3.82  -0.610
O 5.65 0.62 -0.95  -0.499
H -3.81 0.88 -1.05  0.379
H 1.59 5.59 -5.75  0.370
C 1.35 -6.20 -1.17  -0.431
C -0.92 3.43 1.09  0.802
H 2.26 -6.82 -1.17  0.367
C 1.30 5.17 -4.80  -0.497
C 0.38 2.99 1.78  -1.771
H -0.44 -1.69 -2.12  0.480
C 1.12 3.25 -3.34  0.217
H 0.17 -3.89 5.90  0.359
N 0.11 3.47 -1.11  0.430
C 1.40 -3.07 4.29  -0.725
C 1.51 3.81 -4.56  -0.635
O 4.34 0.78 0.92  -0.602
C -1.07 -1.66 -0.04  0.862
H -4.16 4.13 1.97  0.404
H -1.64 -4.71 4.39  0.397
C -3.31 4.42 -0.02  -0.757
C -2.96 -0.33 0.51  -0.700
H 0.66 2.66 -0.81  -0.065
C 0.35 5.42 -2.59  0.727
H 1.19 3.64 1.44  0.359
C -0.76 -3.77 2.64  -0.075
H -1.81 -3.94 -1.15  0.401
C -2.07 3.61 1.89  -0.497
H 2.29 -2.91 4.90  0.414
N 2.44 -1.79 2.40  -0.263
C -1.94 -1.21 0.92  -0.238
H -1.82 -1.55 1.97  0.343
O 1.31 1.30 0.35  -1.289
C 0.34 -3.06 2.10  -0.070
N 4.63 0.34 -0.28  1.058
C -2.24 -0.44 -1.79  -0.915
C -0.80 -4.12 3.99  -0.868
C -2.18 4.32 -0.80  -0.065
H 0.23 3.16 2.85  0.516
H -2.01 3.40 2.99  0.282
C 0.27 -4.12 -0.59  0.517
P 0.45 -2.58 0.32  0.384
C -3.29 4.04 1.33  -0.742
H 2.03 3.17 -5.25  0.444
H 3.16 -2.41 2.05  0.315
H 0.56 7.05 -3.96  0.383
C 0.25 -3.74 4.81  -0.462
H 2.87 -1.36 3.21  0.341
C -1.20 -1.31 -1.42  -0.760
H -3.65 0.08 1.26  0.373
C -0.96 3.76 -0.29  0.061
C 1.37 -2.64 2.96  0.261
O 3.63 -0.51 -0.90  -0.685
C 0.96 1.60 1.58  1.355


Entry 5:
Density functional theory data (ωB97M-V/def2-TZVPD) for a cluster of 2 separate species, C32H26F3N2 in total in a non-equilibrium geometry.

Values from the calculation:
charge	+1
HOMO-LUMO gap	4.13	eV
DFT total energy	-1643.7685	a.u.

Last column: Mulliken charge in e.
Element x y z (Å)
H -3.08 2.70 -0.34  0.280
C -1.48 -3.94 2.35  -0.824
C 1.28 2.62 -0.92  -0.184
C 0.25 1.48 1.71  -0.260
H -0.59 -3.42 -2.11  0.776
F -3.17 -4.19 0.70  -0.318
C -4.53 1.78 1.03  -0.582
C -1.24 -2.92 0.14  -0.456
H -1.25 0.24 -1.08  0.605
N 5.08 2.64 -3.97  -0.516
C 2.48 2.89 -1.56  -0.967
H -2.04 -4.56 3.05  0.534
H 3.29 -0.03 2.23  0.500
C 1.27 2.24 3.79  -0.821
C 4.05 2.46 -3.43  -0.130
C -1.94 -3.68 1.06  -0.091
C 2.43 -1.62 -3.79  -0.568
H 1.62 0.43 0.44  -0.050
H 1.71 -2.53 -5.63  0.498
C 0.61 1.18 -2.75  -0.597
C 1.55 -2.39 -4.57  -0.727
H -4.54 1.99 3.21  0.337
C 0.40 1.61 -1.41  0.550
H -2.26 2.12 3.12  0.131
C 2.37 1.40 3.59  -0.658
C 0.23 -2.88 -2.57  -0.680
C -2.61 1.30 2.49  -0.473
C 1.08 -2.05 -1.80  1.154
C 0.49 -3.01 -3.92  0.137
H 1.49 -2.23 2.09  0.437
H 3.26 -1.10 -4.26  0.555
H -2.23 0.37 2.95  0.309
H -0.58 3.03 3.00  0.604
H -5.31 1.14 0.60  0.321
H -4.93 2.80 1.05  0.305
H 1.77 -1.30 0.04  0.582
C 2.45 0.64 2.41  -0.749
C 2.22 -1.47 -2.44  -0.778
C 2.77 2.28 -2.79  0.522
H -0.12 0.52 -3.22  0.484
H -1.70 -2.67 -0.82  0.774
C -4.15 1.32 2.44  -0.624
F 0.27 -3.63 3.94  -0.314
C 0.23 2.31 2.86  -0.516
C 0.05 -2.43 0.48  0.997
H 3.22 3.55 -1.11  0.504
C 0.91 -1.76 -0.43  -0.583
H 1.23 2.87 4.68  0.441
F -0.33 -3.84 -4.65  -0.326
C -0.58 0.96 -0.60  -1.164
C 0.52 -2.64 1.80  -0.799
H -4.54 0.32 2.65  0.301
C -3.24 1.74 0.18  -0.493
C -0.23 -3.40 2.68  0.327
H 2.01 1.06 -4.40  0.654
H 3.19 1.37 4.30  0.432
N -2.15 1.48 1.13  0.335
C 1.46 0.81 1.44  0.562
H 2.90 -0.86 -1.83  0.312
H -3.31 0.96 -0.60  0.273
C 1.79 1.49 -3.41  -0.793
C -0.86 1.33 0.73  0.865
H 1.07 3.12 0.02  0.642


Entry 6:
Density functional theory data (ωB97M-V/def2-TZVPD) for a structure of composition C32H26F3N2O4SSbZr in a non-equilibrium geometry.

Values from the calculation:
charge	+2
HOMO-LUMO gap	6.50	eV
DFT total energy	-2630.0154	a.u.

Last column: Mulliken charge in e.
Element x y z (Å)
N -0.79 -1.32 -2.47  -0.058
H 1.29 -1.90 5.30  0.418
H 0.73 -5.84 2.34  0.385
C -0.31 0.75 4.11  0.305
H 1.59 1.92 0.67  0.500
C 1.22 -2.74 4.62  -0.301
O -0.26 1.39 -0.86  -0.485
H -1.20 3.73 6.53  0.403
C -1.99 -0.99 -1.92  0.972
H -1.36 -0.43 5.61  0.405
H -0.59 -3.83 1.93  0.516
C -3.23 -1.34 -2.47  -0.516
S -1.77 1.23 -0.74  1.738
C -0.95 2.91 5.86  -0.478
C 4.71 0.64 0.93  -0.507
H -3.36 4.13 -6.48  0.337
C -1.04 0.56 5.29  -0.283
C -1.35 1.62 6.14  -0.566
C -0.28 3.12 4.62  -0.702
C 0.06 2.05 3.80  -0.169
C 3.08 -1.13 1.22  -0.579
C 2.06 -0.24 0.92  0.209
H -4.72 4.20 -3.27  0.354
C 3.57 -2.37 -3.09  0.628
H 0.65 2.27 2.91  0.222
H -4.07 2.87 -1.32  0.498
Sb -0.03 -0.77 2.52  1.092
F 4.11 -1.50 -4.01  -0.215
H -1.88 1.44 7.06  0.393
H -4.04 -2.11 -4.28  0.473
H 2.46 -5.87 4.12  0.454
H 5.74 1.00 1.02  0.432
C 2.38 -1.72 -2.18  0.967
H -0.04 4.13 4.28  0.390
C 1.85 -5.00 3.99  -0.544
C 3.70 1.50 0.55  -1.061
C 2.37 1.14 0.69  0.103
C -0.71 -1.98 -3.64  -0.445
Zr 0.55 -0.68 -0.55  1.418
H 3.93 2.51 0.28  0.553
C 0.38 -2.68 3.50  0.085
C 2.00 -3.88 4.82  -0.621
C -2.92 3.83 -4.40  0.906
C -3.77 3.69 -3.28  -0.844
C -3.32 4.67 -5.54  -1.341
C -3.13 -1.90 -3.73  -0.409
O 2.12 -0.47 -2.24  -0.523
H -4.29 5.11 -5.35  0.368
C -2.20 2.20 -2.18  -0.179
C 4.37 -0.69 1.27  -0.641
C -1.69 3.15 -4.36  -0.905
H -4.17 -1.19 -1.91  0.497
C 0.89 -4.97 2.99  -0.485
C -1.88 -2.31 -4.26  -0.715
H -1.85 -2.81 -5.21  0.436
H -1.01 3.26 -5.20  0.423
H 2.79 -2.16 1.50  0.332
H -0.40 1.78 -3.33  0.416
H 5.17 -1.41 1.50  0.424
F 4.60 -2.81 -2.31  -0.207
C 0.14 -3.82 2.74  -0.433
H 2.72 -3.86 5.60  0.469
H 0.29 -2.20 -4.02  0.418
N -1.89 -0.40 -0.68  -0.725
C -1.35 2.33 -3.31  0.003
H -2.58 5.46 -5.69  0.345
F 3.09 -3.46 -3.81  -0.224
O 1.73 -2.48 -1.34  -0.710
O -2.48 1.76 0.37  -0.687
C -3.43 2.91 -2.17  -0.728